No. 1
{
  "formula": "C25H57N4O2",
  "method": "ωB97M-V with the def2-TZVPD basis set",
  "e_homo_ev": -12.040,
  "orbital_gap_ev": 9.026,
  "lumo_ha": -0.111,
  "charge": 1,
  "e_tot_ev": -36898.69083,
  "max_force_ev_per_a": 0.6,
  "species": ["C", "C", "O", "C", "C", "O", "C", "N", "C", "N", "C", "N", "N", "H", "H", "H", "H", "H", "H", "H", "H", "H", "H", "H", "H", "H", "H", "H", "C", "C", "C", "C", "C", "C", "H", "H", "H", "H", "H", "H", "H", "H", "H", "H", "H", "H", "H", "H", "C", "C", "C", "C", "C", "C", "H", "H", "H", "H", "H", "H", "H", "H", "H", "H", "H", "H", "H", "H", "C", "C", "C", "C", "C", "C", "H", "H", "H", "H", "H", "H", "H", "H", "H", "H", "H", "H", "H", "H"],
  "coordinates": [[-0.58360, -4.24449, 1.21033], [-1.33273, -3.10905, 0.53349], [-2.17966, -2.47884, 1.48000], [-2.97125, -1.44208, 0.92773], [-4.31514, -2.00571, 0.52793], [-5.02324, -2.25944, 1.74016], [-6.09994, -3.09728, 1.63930], [-5.59372, -4.45837, 1.34988], [-5.98388, -5.44022, 0.55536], [-5.19692, -6.49321, 0.62713], [-4.23855, -6.14672, 1.48943], [-3.19638, -6.88763, 1.87892], [-4.44514, -4.89426, 1.92774], [-1.02160, -5.21600, 0.98172], [-0.58011, -4.11894, 2.29088], [0.45092, -4.28068, 0.87942], [-0.63045, -2.38160, 0.11778], [-1.91209, -3.50034, -0.31151], [-3.13346, -0.69594, 1.70361], [-2.48662, -0.98950, 0.06171], [-4.13276, -2.93620, -0.01863], [-4.87881, -1.33986, -0.12880], [-6.59085, -3.12404, 2.60865], [-6.81763, -2.84424, 0.85721], [-6.86746, -5.36171, -0.05608], [-2.87692, -7.66612, 1.33095], [-2.78980, -6.75802, 2.78783], [-3.88588, -4.29936, 2.52592], [-2.42604, 4.96205, -0.34601], [-2.24261, 3.44838, -0.38813], [-2.65675, 2.75293, 0.90719], [-1.85480, 3.16235, 2.14297], [-0.34813, 2.94125, 2.02014], [0.03552, 1.47850, 1.81147], [-1.81093, 5.41769, 0.43069], [-2.14015, 5.41079, -1.29767], [-3.46758, 5.22506, -0.15077], [-1.20010, 3.21432, -0.62112], [-2.83589, 3.04021, -1.21107], [-2.57708, 1.66897, 0.76817], [-3.71663, 2.95493, 1.09460], [-2.22611, 2.59622, 3.00363], [-2.04527, 4.21353, 2.37215], [0.13186, 3.30922, 2.92981], [0.05410, 3.54345, 1.20132], [-0.33048, 0.85893, 2.63401], [1.11841, 1.36138, 1.76261], [-0.37735, 1.08263, 0.88074], [6.69903, -5.71063, -1.61923], [5.44240, -6.01356, -2.43024], [4.59519, -4.77734, -2.72750], [4.05254, -4.05870, -1.49105], [3.20374, -4.92901, -0.56611], [1.94564, -5.47801, -1.23358], [6.45866, -5.30271, -0.63619], [7.28854, -6.61409, -1.46230], [7.32998, -4.98635, -2.13770], [4.84268, -6.76420, -1.90732], [5.73280, -6.46870, -3.37990], [3.76519, -5.06337, -3.37983], [5.19511, -4.06649, -3.30305], [3.45433, -3.20288, -1.82082], [4.88260, -3.63988, -0.91698], [2.91732, -4.32978, 0.30390], [3.79986, -5.75819, -0.17749], [1.31662, -4.66411, -1.60470], [1.35676, -6.06640, -0.52720], [2.18555, -6.12670, -2.07625], [1.09926, 6.88997, 1.17388], [0.76843, 7.18289, -0.28699], [1.69569, 6.47867, -1.27558], [3.16921, 6.87534, -1.17042], [3.44337, 8.36865, -1.34064], [3.03045, 8.91226, -2.70525], [2.09662, 7.24090, 1.44136], [0.39037, 7.38259, 1.84116], [1.05685, 5.81638, 1.37478], [0.78610, 8.26277, -0.45538], [-0.25584, 6.86391, -0.48773], [1.33821, 6.66602, -2.29184], [1.61646, 5.39610, -1.12517], [3.73177, 6.32339, -1.92987], [3.56825, 6.54892, -0.20608], [4.51260, 8.54167, -1.19685], [2.93726, 8.93463, -0.55391], [3.54736, 8.38164, -3.50743], [3.27552, 9.97096, -2.79381], [1.95726, 8.81058, -2.87341]]
}

=====

No. 2
{
  "formula": "C25H58BeN2O2Si3",
  "method": "ωB97M-V with the def2-TZVPD basis set",
  "e_homo_ev": -7.818,
  "orbital_gap_ev": 8.298,
  "lumo_ha": 0.018,
  "e_tot_ev": -57978.96953,
  "max_force_ev_per_a": 2.4,
  "species": ["O", "O", "C", "C", "H", "H", "H", "H", "H", "C", "C", "H", "H", "H", "H", "H", "C", "C", "C", "H", "H", "H", "H", "H", "C", "H", "H", "H", "H", "H", "H", "Be", "C", "Si", "H", "H", "C", "C", "C", "C", "Si", "H", "H", "C", "C", "C", "H", "H", "H", "H", "H", "H", "H", "H", "H", "H", "H", "H", "H", "H", "H", "H", "H", "H", "C", "C", "C", "C", "C", "C", "N", "N", "Si", "C", "C", "C", "H", "H", "H", "H", "H", "H", "H", "H", "H", "H", "H", "H", "H", "H", "H"],
  "coordinates": [[-1.26009, 2.74185, -0.37247], [0.71711, 0.33539, -5.54464], [-2.53473, 2.33136, -0.88988], [-3.71591, 3.27731, -0.71422], [-2.77630, 1.37449, -0.39153], [-2.41969, 2.13095, -1.96803], [-4.01788, 3.38285, 0.33298], [-4.54301, 2.83009, -1.27797], [-3.50434, 4.29091, -1.08172], [-0.20448, 2.86647, -1.37674], [-0.56015, 3.24589, -2.80541], [0.29514, 1.88287, -1.42555], [0.48890, 3.59414, -0.91368], [-0.58917, 2.35623, -3.44570], [0.24938, 3.87048, -3.20388], [-1.48391, 3.82045, -2.98742], [1.75644, 0.01759, -4.62886], [-0.33166, -0.62687, -5.57455], [2.65917, 1.22942, -4.48226], [2.28670, -0.83342, -5.09136], [1.46252, -0.29268, -3.60713], [2.81373, 1.69888, -5.45370], [3.61182, 0.93332, -4.05530], [2.25061, 1.98112, -3.80842], [-1.29579, -0.25416, -6.68738], [-0.93798, -0.69602, -4.64492], [0.13978, -1.61007, -5.76743], [-1.83247, 0.67949, -6.50039], [-2.04635, -1.04092, -6.75787], [-0.76376, -0.16830, -7.64422], [0.64659, -1.88996, -0.11484], [-0.33419, 0.94793, 2.16545], [-0.08703, -1.82290, -0.88988], [-0.93146, -3.50961, -1.10417], [-0.82735, -1.11440, -0.48754], [0.30181, -1.40608, -1.82033], [-2.47298, -3.58562, -2.15986], [-1.41028, -3.86131, 0.69987], [0.73839, -4.25313, -1.58433], [-0.06933, 2.58681, 2.26453], [1.78400, 2.92779, 2.07573], [-0.41575, 2.94500, 3.26067], [-0.65298, 3.13400, 1.50727], [1.86413, 4.74434, 1.61813], [2.59631, 1.94319, 0.70256], [2.62433, 2.43611, 3.68632], [1.24067, -3.60426, -2.32055], [0.73901, -5.27032, -1.97124], [1.36457, -4.23178, -0.67210], [-3.28715, -3.01793, -1.69869], [-2.84465, -4.60851, -2.27731], [-2.34261, -3.18746, -3.17605], [-2.14900, -3.11346, 1.03562], [-0.52341, -3.76840, 1.34622], [-1.83173, -4.86889, 0.80903], [2.66337, 2.55168, -0.20901], [2.04380, 1.02567, 0.46231], [3.61636, 1.66855, 0.99918], [3.71142, 2.37372, 3.53141], [2.27220, 1.45568, 4.04074], [2.42580, 3.17340, 4.47736], [2.74222, 5.22282, 2.06677], [0.95949, 5.26046, 1.96754], [1.92157, 4.86185, 0.52784], [-3.84207, 0.49220, 2.18992], [-2.84579, -0.24967, 3.03596], [-3.23054, -1.23812, 3.95790], [-2.24416, -2.00121, 4.59046], [-0.91405, -1.82270, 4.24170], [-0.59705, -0.80978, 3.30936], [-1.56512, 0.02121, 2.81093], [0.57359, -0.47734, 2.68495], [2.00070, -1.57542, 2.80276], [2.89678, -1.15906, 4.38260], [1.64366, -3.43446, 2.87360], [3.12783, -1.47929, 1.29246], [-3.59445, 1.55980, 2.10096], [-3.86480, 0.07478, 1.16725], [-4.85561, 0.38986, 2.59692], [-4.29055, -1.38830, 4.14539], [-2.51963, -2.73221, 5.35937], [-0.10738, -2.40605, 4.66531], [2.17987, -0.98466, 5.19623], [3.52217, -2.02256, 4.65680], [3.54060, -0.27680, 4.28399], [1.54582, -3.89544, 1.88055], [2.51534, -3.90033, 3.36353], [0.75865, -3.70281, 3.46392], [2.61798, -1.65361, 0.33682], [3.68302, -0.53778, 1.22161], [3.87541, -2.28435, 1.39979]]
}